No. 1
{
  "formula": "C2H2ClOP",
  "method": "ωB97M-V with the def2-TZVPD basis set",
  "relative_energy_kj_mol": 0.00,
  "lumo_ev": -0.746,
  "homo_lumo_gap_ev": 9.2627,
  "energy_ha": -954.147441,
  "symbols": ["Cl", "P", "O", "C", "C", "H", "H"],
  "coordinates": [[4.457, 0.099, -0.036], [1.617, 1.189, 0.026], [2.410, -1.478, 0.016], [2.807, -0.367, 0.112], [0.213, 0.274, 0.054], [-0.781, 0.734, -0.059], [0.211, -0.761, 0.171]]
}

---

No. 2
{
  "formula": "C12H24BrCl2N5OP",
  "method": "ωB97M-V with the def2-TZVPD basis set",
  "lumo_ev": -3.318,
  "homo_lumo_gap_ev": 7.9326,
  "charge": 1,
  "energy_ha": -4656.124038,
  "symbols": ["Br", "Cl", "Cl", "P", "O", "N", "N", "N", "N", "N", "C", "C", "C", "C", "C", "C", "C", "C", "C", "C", "C", "C", "H", "H", "H", "H", "H", "H", "H", "H", "H", "H", "H", "H", "H", "H", "H", "H", "H", "H", "H", "H", "H", "H", "H", "H"],
  "coordinates": [[4.119, -1.073, 2.816], [-4.297, 3.095, -2.501], [-2.534, 1.618, -4.299], [1.945, -1.956, 0.590], [-3.325, -1.615, 0.737], [1.500, 0.858, 0.396], [2.791, -0.702, 1.550], [-1.492, -0.283, 0.398], [2.285, 2.688, 1.228], [2.975, 1.719, 1.862], [-0.156, 2.486, -1.735], [-2.659, -0.702, 1.126], [0.447, 3.110, -0.442], [1.561, -3.428, 1.658], [3.206, -2.385, -0.733], [-0.708, 1.040, -1.592], [-2.978, 0.037, 2.441], [1.316, -4.692, 0.752], [1.374, 2.204, 0.354], [2.474, 0.581, 1.318], [-1.822, 0.864, -0.506], [-4.113, 1.650, -3.502], [-3.976, 0.522, 2.389], [-2.764, 0.557, -1.028], [4.181, -2.552, -0.217], [1.492, -5.632, 1.317], [0.279, -4.727, 0.359], [-2.220, 0.833, 2.609], [-1.294, -1.071, -0.226], [0.564, 2.513, -2.575], [1.064, 3.984, -0.762], [0.081, 0.265, -1.479], [3.344, -1.445, -1.311], [-2.954, -0.646, 3.309], [1.993, -4.730, -0.123], [-1.194, 0.800, -2.570], [-4.207, 0.771, -2.871], [-1.022, 3.127, -2.021], [-2.074, 1.787, 0.054], [3.720, 1.785, 2.545], [2.903, -3.236, -1.362], [-4.889, 1.645, -4.261], [2.456, 3.670, 1.414], [0.594, -3.248, 2.179], [-0.300, 3.529, 0.265], [2.315, -3.617, 2.450]]
}

---

No. 3
{
  "formula": "C3H4INO",
  "method": "ωB97M-V with the def2-TZVPD basis set",
  "relative_energy_kj_mol": 31.18,
  "lumo_ev": 0.582,
  "homo_lumo_gap_ev": 9.8047,
  "energy_ha": -544.371023,
  "symbols": ["I", "O", "N", "C", "C", "C", "H", "H", "H", "H"],
  "coordinates": [[3.122, -0.292, 0.187], [0.101, -3.519, -0.443], [-1.176, -1.811, 0.504], [-0.482, -2.709, 0.135], [0.458, 0.708, -0.869], [1.295, 0.757, 0.140], [-1.387, -1.406, 1.391], [0.654, 0.131, -1.757], [1.118, 1.329, 1.038], [-0.466, 1.262, -0.838]]
}

---

No. 4
{
  "formula": "C3H5N",
  "method": "ωB97M-V with the def2-TZVPD basis set",
  "relative_energy_kj_mol": 207.58,
  "lumo_ev": 1.014,
  "homo_lumo_gap_ev": 10.7576,
  "energy_ha": -171.976017,
  "symbols": ["N", "C", "C", "C", "H", "H", "H", "H", "H"],
  "coordinates": [[-0.710, 1.193, 0.119], [0.727, -0.615, -0.336], [-0.681, -0.263, -0.053], [1.896, -0.771, -0.491], [-1.707, 1.597, 0.283], [-0.869, -0.825, 0.868], [-1.274, -0.606, -0.868], [2.907, -1.097, -0.555], [-0.288, 1.387, 1.032]]
}

---

No. 5
{
  "formula": "C5H10NO",
  "method": "ωB97M-V with the def2-TZVPD basis set",
  "relative_energy_kj_mol": 487.16,
  "lumo_ev": -3.845,
  "homo_lumo_gap_ev": 10.3682,
  "charge": 1,
  "energy_ha": -326.096260,
  "symbols": ["O", "N", "C", "C", "C", "C", "C", "H", "H", "H", "H", "H", "H", "H", "H", "H", "H"],
  "coordinates": [[0.869, -1.897, -0.346], [1.002, 0.510, -0.388], [-0.647, -0.200, 0.795], [0.136, -0.808, -0.390], [0.212, 0.849, 0.765], [1.113, 1.242, -1.643], [-1.778, -0.615, 1.643], [-1.950, 0.078, 2.563], [0.065, 1.374, -1.991], [-2.728, -0.509, 1.063], [-1.745, -1.557, 2.127], [0.437, -2.643, 0.213], [1.895, 0.692, -2.302], [0.247, 1.880, 1.297], [-0.636, -0.824, -1.908], [1.564, 2.139, -1.374], [1.946, 0.290, -0.123]]
}

---

No. 6
{
  "formula": "C20H46Cl4O14P2",
  "method": "ωB97M-V with the def2-TZVPD basis set",
  "relative_energy_kj_mol": 0.00,
  "lumo_ev": 0.374,
  "homo_lumo_gap_ev": 10.3290,
  "energy_ha": -4366.702724,
  "symbols": ["Cl", "Cl", "Cl", "Cl", "P", "P", "O", "O", "O", "O", "O", "O", "O", "O", "O", "O", "O", "O", "O", "O", "C", "C", "C", "C", "C", "C", "C", "C", "C", "C", "C", "C", "C", "C", "C", "C", "C", "C", "C", "C", "H", "H", "H", "H", "H", "H", "H", "H", "H", "H", "H", "H", "H", "H", "H", "H", "H", "H", "H", "H", "H", "H", "H", "H", "H", "H", "H", "H", "H", "H", "H", "H", "H", "H", "H", "H", "H", "H", "H", "H", "H", "H", "H", "H", "H", "H"],
  "coordinates": [[-1.326, 3.080, 0.056], [0.695, 5.023, -0.839], [0.929, 0.263, 1.053], [1.905, 1.292, -1.478], [-3.123, 0.890, -3.832], [-2.611, -1.209, 4.450], [-3.680, -1.720, 5.288], [-3.061, 0.323, -5.285], [5.835, 4.442, -0.276], [-2.319, -1.968, 3.131], [-2.620, -0.046, -2.841], [-2.832, 0.266, 3.958], [-1.168, -1.216, 5.117], [-2.427, -4.897, -2.415], [1.708, -1.679, 5.361], [5.067, 2.439, -0.928], [-1.730, -3.350, -3.874], [-2.359, 2.288, -3.845], [0.830, -3.623, 4.667], [-4.610, 1.357, -3.685], [2.997, -2.254, 3.294], [7.979, 3.595, -1.051], [-2.128, -4.224, -4.960], [-1.934, -3.820, -2.640], [-1.751, -3.296, 3.173], [-0.988, 2.243, -4.241], [-0.969, 4.436, -1.005], [-5.047, 1.759, -2.366], [3.846, 3.702, 0.715], [1.256, -2.923, 5.553], [2.019, -1.317, 4.013], [-0.965, -0.564, 6.374], [-3.807, 0.941, -6.342], [1.214, -3.298, 6.995], [0.649, 0.311, -0.685], [-1.909, 0.875, 3.080], [4.935, 3.438, -0.277], [-1.342, -2.913, -1.613], [-1.898, -3.455, -6.226], [6.789, 4.449, -1.340], [-0.718, -3.246, 2.838], [-2.296, -3.904, 2.450], [2.115, -2.994, 7.519], [-2.302, -4.013, -7.076], [-3.160, -4.534, -4.810], [2.417, -2.988, 2.736], [-1.851, -3.738, 4.160], [2.962, 3.091, 0.540], [-2.397, -2.488, -6.220], [7.731, 2.542, -0.938], [0.795, -0.695, -1.054], [-1.670, -3.162, -0.611], [3.626, -2.784, 4.005], [-0.800, 3.015, -4.986], [-1.699, 0.226, 6.529], [-0.700, 1.284, -4.677], [-1.474, -5.095, -4.909], [-1.798, 1.927, 3.346], [-0.326, 0.702, -0.940], [-4.369, 1.394, -1.597], [-3.124, 1.134, -7.167], [-4.332, 1.839, -6.028], [-4.574, 0.253, -6.703], [4.220, 3.435, 1.707], [3.493, 4.732, 0.743], [-0.831, -3.325, -6.398], [8.400, 3.924, -0.096], [7.144, 5.475, -1.449], [-1.626, 5.265, -0.773], [-0.936, 0.392, 3.150], [1.046, -4.369, 7.044], [-1.010, -1.281, 7.193], [-0.289, 2.401, -3.416], [1.083, -1.235, 3.453], [0.332, -2.830, 7.437], [-5.109, 2.846, -2.334], [-1.465, -1.857, -1.844], [6.314, 4.198, -2.290], [8.747, 3.736, -1.811], [2.441, -0.312, 4.002], [3.578, -1.689, 2.570], [-0.261, -3.094, -1.691], [-1.120, 4.128, -2.033], [0.034, -0.131, 6.351], [-6.034, 1.338, -2.201], [-2.258, 0.852, 2.047]]
}